# C54H43CrN4O7P2SSb

A structure of composition C54H43CrN4O7P2SSb in a non-equilibrium geometry (the ωB97M-V functional and the def2-TZVPD basis, the OMol25 dataset).

Last column: Löwdin charge in e.
Atoms and positions in Å:
Cr 0.107 0.126 1.943  0.3148
C -1.013 2.360 3.964  -0.2283
P -1.055 2.257 2.135  1.0458
C -0.248 3.728 1.444  -0.3334
C 1.134 3.835 1.619  -0.0918
C 1.832 4.900 1.071  -0.0659
C 1.153 5.864 0.332  -0.0719
C -0.215 5.753 0.139  -0.0839
C -0.916 4.683 0.685  -0.0748
C -2.835 2.436 1.786  -0.3355
C -3.532 3.475 2.411  -0.0961
C -4.898 3.616 2.230  -0.0619
C -5.589 2.720 1.425  -0.0663
C -4.905 1.699 0.785  -0.0663
C -3.533 1.561 0.959  -0.1029
C -1.240 0.951 4.448  -0.3646
C -1.543 0.465 5.687  -0.0298
C -1.316 -0.944 5.655  -0.0299
C -0.885 -1.257 4.398  -0.3704
C -0.259 -2.524 3.855  -0.2100
P -0.280 -2.224 2.053  1.0125
C 0.932 -3.165 1.097  -0.3381
C 0.653 -3.514 -0.226  -0.1086
C 1.676 -3.919 -1.073  -0.0714
C 2.988 -3.961 -0.619  -0.0636
C 3.270 -3.633 0.702  -0.0675
C 2.249 -3.231 1.552  -0.0831
C -1.937 -2.811 1.609  -0.3554
C -3.021 -1.945 1.729  -0.1013
C -4.309 -2.405 1.492  -0.0590
C -4.520 -3.731 1.138  -0.0738
C -3.444 -4.603 1.037  -0.0667
C -2.154 -4.148 1.276  -0.0836
N -0.886 -0.104 3.615  -0.1566
H -1.731 3.067 4.369  0.0873
H -0.011 2.692 4.251  0.0958
H 1.665 3.080 2.188  0.0961
H 2.902 4.980 1.214  0.1093
H 1.696 6.699 -0.094  0.1100
H -0.744 6.502 -0.438  0.1115
H -1.982 4.593 0.515  0.1050
H -3.004 4.186 3.036  0.1099
H -5.424 4.426 2.721  0.1116
H -6.660 2.824 1.295  0.1106
H -5.437 1.005 0.144  0.1088
H -3.009 0.778 0.433  0.0178
H -1.850 1.049 6.543  0.1083
H -1.425 -1.634 6.480  0.1087
H -0.816 -3.420 4.118  0.1004
H 0.766 -2.629 4.219  0.0902
H -0.365 -3.474 -0.594  0.0897
H 1.438 -4.216 -2.086  0.1016
H 3.790 -4.252 -1.285  0.1140
H 4.289 -3.693 1.068  0.1132
H 2.479 -2.967 2.580  0.1078
H -2.863 -0.916 2.025  0.0803
H -5.148 -1.727 1.593  0.1091
H -5.525 -4.090 0.955  0.1100
H -3.609 -5.643 0.781  0.1108
H -1.319 -4.835 1.205  0.1110
O 7.897 -0.631 0.896  0.0942
N 7.278 -0.305 1.888  -0.3515
O 7.736 -0.202 3.005  0.1013
C 5.831 -0.068 1.724  -0.1162
C 5.056 0.205 2.830  0.1038
C 3.696 0.348 2.675  -0.0378
C 3.057 0.281 1.410  -0.2566
O 1.812 0.368 1.233  -0.2036
C 3.938 0.087 0.312  -0.0367
C 5.284 -0.133 0.461  0.0989
N 3.377 0.046 -1.036  -0.2909
O 2.333 0.658 -1.216  -0.0340
O 3.958 -0.590 -1.876  0.1247
N 2.894 0.592 3.873  -0.2928
O 3.452 0.990 4.860  0.1446
O 1.684 0.369 3.825  0.0411
H 5.511 0.289 3.809  0.1440
H 5.907 -0.332 -0.400  0.1434
S -0.798 -0.141 -0.201  0.3392
Sb 0.097 -0.369 -2.404  1.4832
C -0.621 1.497 -3.070  -0.3673
C -1.533 1.538 -4.120  -0.1008
C -1.946 2.767 -4.622  -0.0683
C -1.439 3.944 -4.085  -0.0677
C -0.532 3.899 -3.033  -0.0715
C -0.123 2.676 -2.518  -0.1274
C 1.645 -0.626 -3.836  -0.3447
C 2.222 0.534 -4.333  -0.1135
C 3.170 0.430 -5.342  -0.0541
C 3.537 -0.819 -5.832  -0.0575
C 2.964 -1.971 -5.314  -0.0606
C 2.016 -1.880 -4.302  -0.1298
C -1.371 -1.747 -3.090  -0.3516
C -1.298 -2.227 -4.400  -0.1248
C -2.283 -3.086 -4.878  -0.0682
C -3.335 -3.464 -4.055  -0.0660
C -3.414 -2.976 -2.756  -0.0652
C -2.436 -2.120 -2.269  -0.1392
H -1.928 0.623 -4.548  0.0965
H -2.662 2.803 -5.433  0.1096
H -1.752 4.899 -4.488  0.1090
H -0.138 4.817 -2.611  0.0976
H 0.572 2.646 -1.683  0.0964
H 1.947 1.508 -3.948  0.0999
H 3.622 1.327 -5.743  0.1131
H 4.278 -0.892 -6.620  0.1128
H 3.253 -2.943 -5.693  0.1125
H 1.587 -2.781 -3.886  0.0874
H -0.494 -1.927 -5.059  0.0924
H -2.225 -3.458 -5.894  0.1110
H -4.098 -4.138 -4.428  0.1108
H -4.241 -3.261 -2.117  0.1043
H -2.503 -1.747 -1.255  0.0374

The HOMO-LUMO gap (alpha / beta) is 6.23 / 6.08 eV. As for the total charge: +1. As for the spin multiplicity: 4. The energy above the lowest of the compared OMol25 structures with the same formula, charge and spin comes out at 61.2 kJ/mol.